No. 1
{
  "formula": "C19H36Cl2F15N3O11S",
  "method": "wB97M-V/def2-TZVPD",
  "total_charge": 2,
  "e_above_lowest_ev": 2.0163,
  "max_force_ev_per_a": 3.99,
  "e_lumo_ev": -7.05,
  "symbols": ["N", "H", "H", "H", "H", "N", "H", "H", "H", "H", "N", "H", "H", "H", "H", "C", "F", "F", "F", "S", "O", "O", "O", "C", "C", "O", "C", "O", "C", "F", "F", "F", "H", "H", "H", "H", "H", "C", "C", "O", "C", "O", "C", "F", "F", "F", "H", "H", "H", "H", "H", "C", "C", "O", "C", "O", "C", "F", "F", "F", "H", "H", "H", "H", "H", "C", "C", "O", "C", "O", "C", "F", "F", "F", "H", "H", "H", "H", "H", "Cl", "C", "C", "Cl", "H", "H", "H", "H"],
  "positions_angstrom": [[-2.6383, -0.6284, 4.1854], [-3.5944, -0.3106, 4.0914], [-1.9475, -0.3594, 3.4869], [-2.5375, -1.6252, 4.3355], [-2.1726, -0.3660, 5.0462], [0.0635, -4.1982, 3.4003], [0.7352, -4.9472, 3.5069], [-0.6570, -3.9893, 4.0783], [-0.4944, -4.2498, 2.5511], [0.5516, -3.3200, 3.2262], [1.0702, 1.2199, 6.0452], [1.4940, 0.9628, 5.1548], [0.6678, 2.1488, 6.0008], [1.7397, 1.2538, 6.8048], [0.3330, 0.5586, 6.2485], [1.6887, 0.2226, 0.8671], [0.7373, 0.1082, -0.0525], [2.8216, -0.4119, 0.6292], [2.0177, 1.4818, 0.9705], [0.9191, -0.3483, 2.5619], [-0.4665, 0.1692, 2.6382], [0.9092, -1.8140, 2.5176], [1.7405, 0.2571, 3.6483], [-3.6605, -5.8358, -2.4357], [-2.7696, -5.4849, -1.2637], [-3.0428, -4.1062, -0.8890], [-2.5104, -3.5740, 0.2221], [-1.7981, -4.1606, 1.0465], [-2.8760, -2.0647, 0.3963], [-3.4089, -1.5675, -0.6880], [-3.7178, -1.9350, 1.4311], [-1.7774, -1.3646, 0.7399], [-3.3761, -6.8150, -2.8188], [-3.5717, -5.0508, -3.1862], [-4.6889, -5.8613, -2.0753], [-1.7505, -5.6743, -1.6009], [-3.0108, -6.0939, -0.3928], [1.5898, 0.5816, -6.8280], [0.1717, -0.0380, -6.7101], [-0.3173, -0.2448, -5.3562], [0.1419, -1.2633, -4.5546], [1.0882, -2.0015, -4.8382], [-0.6940, -1.5230, -3.2363], [0.0695, -1.5722, -2.1726], [-1.6716, -0.6206, -3.0570], [-1.2716, -2.7220, -3.3535], [1.7758, 0.8197, -7.8752], [2.3180, -0.1459, -6.4706], [1.7158, 1.5180, -6.2846], [0.1044, -0.9547, -7.2972], [-0.5548, 0.5668, -7.2509], [0.6112, 2.3703, -2.3529], [0.5153, 3.6080, -3.2292], [-0.3147, 3.3690, -4.4214], [-1.6837, 3.4725, -4.3541], [-2.3214, 3.8158, -3.3753], [-2.3370, 3.0112, -5.6586], [-1.4708, 2.5337, -6.5769], [-3.2412, 2.0970, -5.4070], [-2.9772, 4.0396, -6.2473], [1.0641, 1.5765, -2.9481], [-0.3990, 2.0190, -2.1400], [1.1832, 2.5321, -1.4401], [1.4873, 3.8861, -3.6361], [0.2717, 4.4887, -2.6345], [-1.6792, 4.3661, 2.1262], [-0.3523, 4.1918, 1.2952], [0.7220, 3.8907, 2.1572], [1.3807, 4.8014, 2.9062], [0.9451, 5.9339, 3.0646], [2.5816, 4.1743, 3.6563], [2.1384, 3.8618, 4.9062], [3.0214, 3.0960, 3.0019], [3.5506, 5.0601, 3.7694], [-2.5051, 4.4283, 1.4173], [-1.6817, 5.2369, 2.7811], [-1.9276, 3.5324, 2.7844], [-0.2080, 5.0784, 0.6783], [-0.4969, 3.3231, 0.6537], [5.9471, -2.5376, 4.7118], [5.1710, -1.6737, 3.3613], [4.3181, -2.6694, 2.5751], [5.3492, -3.9457, 1.8986], [6.0029, -1.2743, 2.7820], [4.6344, -0.8049, 3.7417], [3.6163, -2.2945, 1.8306], [3.5967, -3.2210, 3.1795]],
  "forces_ev_per_a": [[1.17, -1.02, 1.48], [-0.22, 0.13, -0.10], [0.55, 0.58, -1.60], [-0.90, -0.64, -0.85], [-0.61, 1.17, 0.50], [-0.65, 0.98, -0.89], [-0.34, -0.52, 0.51], [0.43, -0.86, 0.97], [-0.18, -0.76, -1.06], [0.74, 0.88, -0.02], [-0.42, 0.63, 1.03], [0.47, -0.31, -1.25], [-0.11, 0.42, -0.33], [0.37, -0.28, 0.23], [0.02, -0.19, 0.24], [-0.44, 0.46, 1.11], [0.74, -0.67, 0.19], [-0.74, -0.91, -0.35], [-0.28, 1.00, 0.30], [-0.48, 0.60, 1.16], [0.69, -0.07, -0.12], [0.53, 0.56, 0.01], [-0.42, -1.01, -1.53], [-0.42, 0.57, 0.71], [-0.26, -1.01, -0.11], [1.02, 1.52, 1.53], [0.68, -2.13, -0.48], [-1.18, 1.19, -1.12], [0.74, -0.55, -0.24], [-0.12, 0.28, 0.03], [-0.51, -0.01, 0.35], [-0.24, -0.31, -0.34], [-0.04, 0.13, -0.11], [0.03, -0.26, -0.22], [-0.10, -0.11, -0.31], [0.31, 0.71, 0.58], [0.24, -0.07, -0.02], [-0.75, -0.57, 0.42], [0.88, 0.07, -1.02], [-0.12, -1.10, 1.80], [2.06, -0.42, -2.67], [-2.49, 1.78, 1.12], [-0.53, 0.46, -1.87], [0.62, 0.30, 0.75], [0.42, -0.10, 0.14], [-0.19, -0.23, -0.08], [-0.01, -0.22, -0.04], [0.13, 0.14, -0.12], [-0.28, -0.06, 0.18], [0.41, -0.49, 0.56], [-0.14, 0.37, 0.84], [-0.52, -0.31, -0.99], [0.39, 0.33, -0.03], [-1.19, 0.31, 0.57], [1.44, 0.34, 2.54], [1.02, -0.58, -1.86], [-0.09, 0.84, -1.51], [-0.21, 0.16, 0.72], [-0.33, -0.83, 0.34], [0.31, 0.04, 0.37], [0.24, -0.09, 0.16], [-0.02, 0.09, 0.39], [-0.05, 0.13, -0.09], [-0.03, -0.35, -0.28], [-0.96, -0.01, -0.30], [0.45, 0.05, -0.51], [-2.56, 0.44, 1.07], [2.33, -0.71, 0.65], [-3.36, 2.01, -0.74], [1.82, -2.08, -0.01], [-0.50, 0.92, -1.04], [0.33, -0.60, -0.15], [0.03, 0.11, 0.91], [0.04, -0.31, 0.17], [-0.02, 0.24, 0.01], [0.17, 0.20, -0.36], [0.43, -0.41, -0.17], [0.39, 0.04, 0.21], [0.39, 0.01, 0.01], [-0.13, 0.19, 0.36], [0.04, -0.12, -0.33], [-0.59, -0.38, 0.30], [-0.05, 0.03, -0.44], [-0.20, -0.20, -0.31], [-0.32, -0.28, 0.09], [0.85, 0.59, -0.44], [0.37, 0.16, 0.80]]
}



No. 2
{
  "formula": "C19H36ClN2O4SSi",
  "method": "wB97M-V/def2-TZVPD",
  "total_charge": 1,
  "max_force_ev_per_a": 10.94,
  "e_lumo_ev": -8.15,
  "symbols": ["C", "C", "S", "C", "Si", "C", "C", "N", "C", "C", "O", "C", "O", "C", "C", "O", "Cl", "H", "H", "H", "H", "H", "H", "H", "H", "H", "H", "H", "H", "H", "H", "H", "H", "H", "H", "C", "C", "C", "C", "C", "C", "N", "O", "C", "C", "C", "H", "H", "H", "H", "H", "H", "H", "H", "H", "H", "H", "H", "H", "H", "H", "H", "H", "H"],
  "positions_angstrom": [[0.6678, 1.5852, -0.1857], [0.2249, 3.1870, -0.3312], [-1.6798, 3.3156, -0.3005], [-2.2971, 1.8220, -1.2473], [-4.2012, 1.7784, -1.5485], [-4.9800, 3.4564, -2.0829], [-5.6758, 4.3070, -0.8320], [-4.9905, 5.1204, 0.0383], [-5.0879, 1.1101, 0.0537], [-6.7392, 1.1360, -0.0916], [-7.2766, -0.0173, 0.6605], [-8.4545, -0.4557, -0.1507], [-9.5064, 0.3760, -0.2420], [-4.4692, 0.5585, -3.0648], [-3.3975, -0.6858, -2.8540], [-3.1429, -1.2709, -1.6586], [-2.4338, -1.4277, -4.3016], [1.8520, 1.5841, -0.0464], [0.2307, 1.0720, 0.7732], [0.4070, 0.9643, -1.1431], [0.6895, 3.7747, 0.5870], [0.6216, 3.6029, -1.3665], [-1.7409, 1.6744, -2.2727], [-2.0267, 0.8596, -0.5978], [-5.8897, 3.1941, -2.8101], [-4.2616, 4.1435, -2.7249], [-6.8593, 4.2579, -0.6938], [-3.9850, 5.0573, -0.2345], [-4.6978, 1.7849, 0.9469], [-4.7425, -0.0144, 0.1569], [-7.0073, 1.0967, -1.2506], [-7.0957, 2.1538, 0.4033], [-8.4525, -1.5209, -0.6490], [-5.5893, 0.2215, -3.1091], [-4.1281, 1.1537, -4.0308], [3.7555, -3.8251, 2.0065], [3.5624, -2.6613, 0.9926], [4.3994, -2.9171, -0.2931], [5.8894, -2.6244, -0.1481], [6.1247, -1.2442, 0.4536], [5.3649, -1.0384, 1.7912], [3.9064, -1.3676, 1.6727], [3.2918, -0.3264, 0.9537], [6.0316, -1.9093, 2.8920], [5.6079, 0.4206, 2.2914], [2.0541, -2.7614, 0.5854], [3.6655, -3.4778, 3.0425], [2.9942, -4.6055, 1.8901], [4.7195, -4.3280, 1.8919], [4.0164, -2.2933, -1.1114], [4.2747, -3.9573, -0.6213], [6.3714, -3.3968, 0.4614], [6.3681, -2.6756, -1.1336], [7.2031, -1.0955, 0.6029], [5.8154, -0.4866, -0.2778], [5.4855, -1.8325, 3.8409], [7.0605, -1.5785, 3.0816], [6.1115, -2.9640, 2.6322], [5.2966, 1.1768, 1.5620], [6.6736, 0.5997, 2.4805], [5.0722, 0.6094, 3.2304], [1.3956, -2.5672, 1.4422], [1.8154, -3.7630, 0.2067], [1.7876, -2.0652, -0.2181]],
  "forces_ev_per_a": [[1.09, 0.64, 0.15], [0.69, -1.50, -0.29], [0.77, -0.50, -0.46], [1.67, -1.52, 0.15], [-0.32, -0.13, 0.74], [-1.79, 1.42, -0.53], [1.91, 2.21, 1.79], [-2.27, -3.73, -3.97], [-0.33, -0.39, 0.11], [1.89, 1.58, 0.20], [-2.47, -0.54, -3.80], [-4.70, 4.95, 1.17], [6.96, -5.70, 0.26], [1.55, -0.54, -0.78], [0.49, -3.12, 6.14], [-1.82, 4.16, -8.05], [-1.38, 1.31, 1.66], [-2.47, -0.06, -0.44], [0.59, 1.12, -1.90], [0.43, 1.24, 1.90], [-1.30, -1.07, -2.06], [-0.75, -0.80, 2.32], [-0.96, 0.48, 1.81], [-0.69, 1.96, -1.47], [1.89, 0.51, 1.42], [-1.38, -1.31, 1.52], [2.74, -0.01, -0.40], [-0.67, 0.11, 0.22], [-0.96, -1.63, -1.63], [-0.64, 2.28, 0.05], [0.25, 0.04, 2.57], [0.38, -2.29, -1.28], [0.30, 2.07, 1.21], [2.30, 0.26, -0.14], [-0.98, -1.47, 1.78], [0.40, -0.20, 0.45], [-2.55, -2.86, 1.32], [1.08, 0.89, -0.71], [-0.09, -0.15, 0.47], [-0.45, -0.50, -1.27], [2.15, 1.00, 3.40], [-1.20, 5.74, -9.24], [2.55, -5.37, 5.08], [-0.19, -0.52, 0.14], [-0.68, 0.26, -0.50], [0.06, 0.96, -0.18], [0.07, -0.07, -0.20], [0.11, 0.40, -0.22], [-0.09, 0.18, 0.08], [-0.22, 0.07, 0.31], [-0.36, 0.18, 0.51], [-0.01, 0.10, -0.07], [-0.11, 0.02, 0.11], [-0.41, 0.09, 0.50], [-0.21, 0.08, 0.29], [0.12, 0.02, -0.23], [-0.38, 0.19, -0.23], [-0.12, 0.10, 0.00], [-0.07, -0.25, 0.12], [-0.27, -0.43, -0.10], [0.07, -0.12, -0.21], [0.22, -0.03, -0.13], [0.44, 0.19, 0.24], [0.12, 0.01, 0.27]]
}